Record 1
C30H67N2O9 | ωB97M-V/def2-TZVPD

Geometry (Å):
1 C -5.83757 -1.02601 2.81865
2 C -6.06340 -0.91744 1.21846
3 O -6.00561 -2.19422 0.56667
4 C -4.93005 0.09849 0.70066
5 O -3.67282 -0.55391 0.43873
6 C -2.57408 0.14091 1.01855
7 C -2.39629 1.69897 0.73727
8 N -1.25941 2.13637 0.26364
9 O -0.84897 3.36098 -0.07494
10 C -1.00467 4.32284 1.01165
11 C 0.36626 5.11858 1.34023
12 C 0.52043 6.45672 0.51665
13 O 0.23990 5.51588 2.73236
14 C -0.36032 0.96337 0.05102
15 C -1.08414 -0.31478 0.65400
16 C -0.39929 -0.72570 2.05599
17 C 0.32221 0.48393 2.77624
18 O -0.38602 1.46924 3.11079
19 N 1.73925 0.52681 3.12665
20 C 2.52684 1.33485 2.13064
21 C 1.90448 1.28777 4.42592
22 H -6.37421 -1.91644 3.25447
23 H -4.72232 -1.03124 3.01317
24 H -6.26903 -0.06347 3.25026
25 H -7.10199 -0.45178 1.10636
26 H -6.91000 -2.55337 0.64705
27 H -4.88637 0.92692 1.47222
28 H -5.33600 0.55521 -0.26756
29 H -2.77745 0.13229 2.13760
30 H -3.22009 2.44152 0.94748
31 H -1.73865 5.13039 0.67263
32 H -1.34485 3.88102 1.99273
33 H 1.22957 4.39423 1.24007
34 H 1.46528 6.99458 0.84582
35 H -0.35901 7.15796 0.69955
36 H 0.56705 6.25954 -0.60176
37 H 0.11309 4.72968 3.29518
38 H -0.45392 0.77780 -1.07750
39 H 0.75427 1.08180 0.16615
40 H -0.93938 -1.27540 0.06038
41 H 0.36832 -1.54326 1.90244
42 H -1.18632 -1.13268 2.77706
43 H 2.96912 0.64129 1.35407
44 H 1.86113 2.08766 1.59825
45 H 3.36891 1.92034 2.60027
46 H 3.00058 1.17436 4.71292
47 H 1.71555 2.40221 4.25348
48 H 1.20867 0.87174 5.22288
49 C -6.01320 -4.71879 -3.07435
50 C -6.72603 -4.54009 -1.74468
51 O -7.61979 -5.59813 -1.43199
52 C -7.04780 -6.89416 -1.32399
53 C -5.98081 -6.99941 -0.24789
54 H -6.73917 -4.81609 -3.88679
55 H -5.36863 -3.86066 -3.27903
56 H -5.38997 -5.61435 -3.08571
57 H -7.32729 -3.62866 -1.78870
58 H -6.00904 -4.39727 -0.93002
59 H -6.66036 -7.21785 -2.29560
60 H -7.86676 -7.57434 -1.07764
61 H -5.13137 -6.34338 -0.44792
62 H -5.60572 -8.02304 -0.18464
63 H -6.39071 -6.71621 0.72498
64 C 4.72745 -2.92435 -0.42688
65 C 3.58708 -2.79408 0.57067
66 O 2.29910 -2.97595 -0.00546
67 C 2.05497 -4.23692 -0.61666
68 C 2.18724 -5.41054 0.33819
69 H 4.60462 -2.20577 -1.24278
70 H 5.68482 -2.73854 0.06519
71 H 4.76927 -3.91908 -0.87301
72 H 3.59873 -1.78418 0.98816
73 H 3.72382 -3.47760 1.41430
74 H 2.70301 -4.36457 -1.48961
75 H 1.03046 -4.20387 -0.99662
76 H 3.19670 -5.49638 0.74395
77 H 1.95222 -6.34513 -0.17503
78 H 1.50399 -5.29414 1.18340
79 C -1.25362 3.06748 -3.16316
80 C 0.24781 3.22753 -2.98901
81 O 0.99875 2.15555 -3.53718
82 C 0.85318 1.93244 -4.93509
83 C 1.26011 3.12295 -5.78550
84 H -1.59359 2.13013 -2.70924
85 H -1.78345 3.89898 -2.69213
86 H -1.54170 3.04215 -4.21462
87 H 0.47750 3.25277 -1.92333
88 H 0.59257 4.18155 -3.40029
89 H -0.17074 1.61759 -5.16239
90 H 1.49716 1.08496 -5.18183
91 H 0.64208 4.00021 -5.58489
92 H 1.16429 2.88162 -6.84587
93 H 2.29731 3.40039 -5.58216
94 C 6.55025 3.55329 -0.03017
95 C 6.47237 2.78562 1.27868
96 O 6.24066 1.39421 1.10922
97 C 7.21286 0.67261 0.36750
98 C 8.60512 0.72173 0.97219
99 H 5.63046 3.41860 -0.60756
100 H 6.69243 4.61925 0.16168
101 H 7.37849 3.21346 -0.65351
102 H 5.63260 3.17046 1.86288
103 H 7.36922 2.94918 1.88396
104 H 7.22389 1.01426 -0.67276
105 H 6.87224 -0.36588 0.34752
106 H 8.99896 1.73890 1.01106
107 H 9.29657 0.11741 0.38152
108 H 8.59065 0.33759 1.99519

Atomic forces in eV per Å
C -0.19 0.60 -1.00
C 0.44 0.46 1.89
O -0.53 1.07 0.37
C -2.42 -0.05 -0.90
O 0.77 1.38 0.14
C 0.76 1.24 0.51
C -1.08 1.68 -0.45
N -1.20 -3.88 1.53
O -0.25 0.19 0.94
C 0.25 2.72 0.84
C -0.78 -0.20 0.33
C 0.13 -0.17 0.00
O -0.01 -0.43 -0.84
C 0.03 -1.83 -3.65
C 0.65 -0.43 2.40
C 1.26 -0.25 0.39
C -1.52 2.38 0.84
O 1.15 -2.50 -1.06
N -0.48 0.92 0.39
C 0.10 -0.43 -1.46
C 0.19 0.21 0.17
H 0.75 0.96 -0.42
H -1.30 -0.35 0.05
H 0.57 -1.28 -0.30
H 1.49 -0.35 -0.29
H 0.69 -0.01 -0.18
H 0.24 -0.98 -0.73
H 0.88 -0.51 1.11
H 0.70 -0.01 -1.05
H 1.06 -0.79 -0.35
H 0.70 -1.35 0.41
H 0.26 -0.07 -1.38
H -0.75 0.88 -0.21
H -1.18 -0.73 -0.46
H 1.06 -1.06 -0.05
H 0.05 0.11 1.38
H 0.23 0.35 -0.37
H 0.39 0.51 1.22
H -1.46 0.28 0.64
H -0.69 1.70 0.17
H -0.86 0.91 0.01
H 1.10 0.61 -0.92
H -0.39 0.87 0.76
H 0.75 -0.64 0.70
H -0.98 -0.96 -0.28
H -1.55 -0.01 -0.19
H 0.05 -1.42 0.45
H 1.02 0.61 -1.01
C -0.02 -0.10 -0.10
C 0.10 -0.10 -0.04
O -0.23 0.08 0.05
C 0.08 -0.03 0.02
C 0.07 0.11 0.06
H 0.06 0.06 0.08
H -0.06 -0.03 0.02
H 0.06 0.06 0.03
H -0.14 -0.15 0.05
H 0.10 -0.02 -0.05
H 0.08 0.01 0.02
H -0.06 0.22 -0.05
H 0.02 -0.08 -0.04
H -0.05 0.05 0.00
H 0.00 -0.06 -0.05
C -0.09 -0.02 -0.15
C 0.18 -0.05 -0.05
O -0.26 0.29 0.06
C 0.04 -0.17 0.00
C 0.06 0.03 0.13
H 0.03 -0.02 0.10
H -0.08 0.00 -0.01
H 0.06 -0.01 0.08
H -0.19 -0.04 -0.04
H 0.04 -0.05 -0.03
H 0.04 -0.04 0.04
H 0.07 0.19 0.07
H -0.01 -0.06 -0.09
H 0.00 0.07 0.02
H 0.00 -0.02 -0.07
C -0.04 -0.01 -0.06
C 0.02 -0.03 -0.19
O 0.04 -0.14 0.30
C 0.01 0.05 -0.21
C 0.02 0.13 0.09
H -0.01 0.05 -0.04
H 0.04 -0.04 -0.02
H -0.02 0.05 0.04
H 0.21 -0.12 -0.16
H -0.10 0.04 -0.06
H -0.02 0.06 -0.02
H -0.02 0.05 0.24
H -0.05 -0.04 -0.09
H 0.01 -0.01 0.07
H -0.05 -0.06 -0.04
C -0.02 -0.06 -0.12
C 0.12 0.03 -0.13
O -0.36 -0.05 0.17
C 0.17 -0.02 -0.06
C 0.02 0.10 0.13
H 0.06 0.04 0.07
H -0.03 -0.07 0.01
H 0.04 0.07 0.05
H -0.02 -0.20 0.02
H 0.05 0.03 -0.05
H 0.06 0.04 0.00
H -0.14 0.14 0.08
H 0.03 -0.04 -0.09
H -0.06 0.02 0.03
H 0.00 -0.02 -0.08

The calculation puts the frontier orbital gap at 7.251 eV. The charge is +1. The calculation puts the lowest unoccupied orbital energy at -3.8 eV. The value obtained for the energy above the lowest of the compared OMol25 structures with the same formula, charge and spin is 3.334 eV. The calculation puts the total energy at -53590.193 eV. Its HOMO energy is -11.087 eV.

Record 2
CH6N3O | ωB97M-V/def2-TZVPD

Geometry (Å):
1 C -0.78440 0.52019 -0.20810
2 N 0.53794 -0.01896 -0.09003
3 N 0.77250 -1.30925 -0.06040
4 N 1.55500 0.74778 -0.04437
5 O 2.86724 0.10084 -0.01664
6 H -0.74089 1.59414 -0.38997
7 H -1.36149 0.34586 0.70416
8 H -1.30910 0.04572 -1.04245
9 H 0.03795 -1.97265 0.15613
10 H 1.77839 -1.50794 0.06519
11 H 1.58401 1.76167 -0.12900

Atomic forces in eV per Å
C -1.64 0.44 -0.11
N 0.97 0.67 0.22
N 0.92 -0.11 -0.05
N 6.00 -4.01 -0.06
O -5.78 2.63 0.03
H 0.18 -0.13 0.03
H 0.25 -0.08 0.01
H 0.27 -0.01 0.05
H -0.14 0.44 -0.04
H -0.32 0.09 -0.04
H -0.71 0.05 -0.05

The calculation puts the frontier orbital gap (alpha / beta) at 8.950 / 8.942 eV. The charge is +1. The calculation puts the lowest unoccupied orbital energy (alpha / beta) at -6.1 / -6.1 eV. The value obtained for the energy above the lowest of the compared OMol25 structures with the same formula, charge and spin is 4.408 eV. The calculation puts the total energy at -7640.179 eV. Its HOMO energy (alpha / beta) is -15.064 / -15.056 eV.

Record 3
ClH42O21 | ωB97M-V/def2-TZVPD

Geometry (Å):
1 Cl -0.00298 0.24083 -0.23115
2 O -2.77443 -1.75343 1.06032
3 H -1.84342 -1.53127 1.05076
4 H -3.22291 -0.90780 1.06393
5 O -1.58623 2.05711 2.17492
6 H -0.97179 1.65643 1.55998
7 H -1.29496 1.75613 3.03562
8 O 0.96173 -0.47095 4.61778
9 H 0.46820 -1.27707 4.46669
10 H 0.29978 0.22044 4.61160
11 O -0.59011 -2.12571 -2.75595
12 H 0.29749 -2.03547 -2.40920
13 H -1.04037 -2.68270 -2.12092
14 O -2.09115 2.54557 -3.84000
15 H -2.11507 2.87850 -2.94289
16 H -3.01093 2.48432 -4.09786
17 O 3.74803 3.13644 1.78990
18 H 3.92723 3.46495 2.67092
19 H 3.12995 2.41774 1.92285
20 O 2.73089 -3.10183 -2.05299
21 H 3.35990 -3.56144 -2.60918
22 H 2.35659 -2.42781 -2.62027
23 O -0.76067 0.09851 -4.33095
24 H -1.30871 0.80943 -3.99858
25 H -1.06746 -0.67911 -3.86466
26 O -3.87967 3.22287 1.08226
27 H -2.96955 3.14770 1.36909
28 H -4.17333 2.31804 0.97601
29 O -1.88237 3.15828 -1.09322
30 H -1.10644 2.76158 -0.69724
31 H -2.52178 2.44707 -1.13291
32 O 0.14869 4.36839 2.74839
33 H 0.69669 3.81865 3.30850
34 H -0.51900 3.77327 2.40742
35 O 1.88349 -0.50207 -3.11442
36 H 0.93001 -0.41840 -3.12554
37 H 2.19893 0.37566 -2.89926
38 O 2.05346 1.14755 2.21333
39 H 1.82798 0.47401 2.85500
40 H 1.65981 0.84186 1.39612
41 O -4.73622 0.44618 0.90910
42 H -5.47671 -0.14793 1.03129
43 H -4.84401 0.78435 0.02014
44 O 1.62261 -4.91394 0.01352
45 H 1.43688 -4.43228 0.81958
46 H 2.07910 -4.28315 -0.54321
47 O 2.32913 -1.81268 1.05588
48 H 3.14202 -1.33642 0.88671
49 H 1.70455 -1.45261 0.42620
50 O 4.38853 -0.04139 0.13599
51 H 3.85545 0.60213 -0.33085
52 H 5.11483 -0.22822 -0.45884
53 O 1.56890 -3.94756 2.57065
54 H 2.33361 -4.31254 3.01589
55 H 1.89328 -3.15100 2.15054
56 O -3.03051 0.65071 -1.48819
57 H -3.48972 -0.13406 -1.78736
58 H -2.20106 0.32488 -1.13880
59 O -2.22546 -3.48230 -1.11184
60 H -2.50544 -2.96788 -0.35473
61 H -2.44078 -4.38592 -0.88090
62 O 2.78605 1.77588 -1.25177
63 H 1.89256 1.57356 -0.97434
64 H 2.85688 2.72592 -1.15884

Atomic forces in eV per Å
Cl -0.11 0.26 0.28
O -0.02 -0.65 0.06
H 0.56 0.23 -0.03
H -0.39 0.58 -0.11
O -0.17 0.33 0.34
H 0.49 -0.57 -0.71
H -0.05 -0.06 0.22
O 0.26 0.21 -0.01
H -0.05 -0.39 -0.17
H -0.17 0.19 0.09
O 0.22 0.18 -0.57
H 0.19 0.01 0.20
H -0.46 -0.48 0.40
O -0.06 -0.09 -0.80
H 0.36 0.30 0.76
H -0.19 -0.05 -0.14
O 0.68 0.88 -0.34
H 0.04 0.10 0.10
H -0.35 -0.64 0.18
O 0.17 -0.46 0.30
H 0.11 -0.16 -0.09
H -0.04 0.78 -0.21
O 0.27 -0.05 -0.39
H -0.21 0.75 0.08
H 0.02 -0.61 0.26
O -0.67 0.54 -0.18
H 0.23 -0.11 0.07
H 0.05 -0.14 0.39
O 0.13 0.73 -0.27
H 0.38 -0.29 -0.02
H -0.36 -0.34 0.29
O 0.15 0.55 0.20
H 0.25 -0.15 -0.03
H -0.33 -0.31 -0.19
O 0.48 -0.67 -0.01
H -0.62 0.47 -0.44
H 0.21 0.25 0.22
O -0.19 0.36 0.35
H 0.11 -0.48 0.35
H -0.40 -0.26 -0.56
O -0.01 -0.22 0.29
H -0.28 -0.12 0.20
H 0.27 0.02 -0.55
O -0.12 -0.60 -0.44
H -0.03 -0.11 0.47
H 0.10 0.35 -0.44
O -0.30 -0.47 0.57
H 0.69 0.37 -0.25
H -0.43 0.19 -0.35
O 0.43 -0.61 0.54
H -0.45 0.67 -0.33
H 0.10 -0.15 -0.10
O -0.56 -0.47 0.85
H 0.13 -0.19 0.02
H 0.36 1.02 -0.45
O -0.88 0.20 -0.13
H -0.03 -0.24 -0.21
H 0.96 -0.25 0.29
O -0.17 -0.39 -0.37
H -0.25 0.61 0.60
H 0.17 -0.26 -0.07
O 0.39 -0.02 -0.35
H -0.82 -0.39 0.21
H 0.19 0.32 0.14

The calculation puts the frontier orbital gap at 9.424 eV. The charge is -1. The calculation puts the lowest unoccupied orbital energy at 2.0 eV. The value obtained for the energy above the lowest of the compared OMol25 structures with the same formula, charge and spin is 0.519 eV. The calculation puts the total energy at -56208.620 eV. Its HOMO energy is -7.468 eV.

Record 4
C5H8S | ωB97M-V/def2-TZVPD

Geometry (Å):
1 C 1.55911 -0.84566 -0.32710
2 C 0.51302 0.33406 -0.00047
3 C 0.77475 1.68146 -0.15182
4 C -0.72947 -0.04239 0.63757
5 C -1.84183 -0.62033 -0.14137
6 H 1.61316 -1.66642 0.62266
7 H 2.34418 -0.33143 -0.82277
8 H 1.16159 -1.41061 -1.22045
9 H 1.54363 2.25903 -0.67772
10 H -0.18983 2.26482 0.19646
11 H -1.18399 0.90170 0.97646
12 H -0.47861 -0.80882 1.48911
13 H -1.87820 -2.00789 -0.33023
14 S -3.20750 0.29248 -0.25032

Atomic forces in eV per Å
C -3.47 -0.69 0.79
C 3.94 0.77 -1.29
C -3.31 -1.15 0.59
C -0.34 -0.90 2.26
C -2.42 -3.41 -0.02
H 0.56 2.65 -2.73
H 1.79 -0.05 0.68
H -0.09 0.13 1.11
H -0.01 -0.77 0.44
H 2.37 -0.53 -0.85
H 0.34 -0.63 0.69
H -0.62 1.44 -1.15
H 0.28 4.55 0.17
S 0.98 -1.41 -0.68

The calculation puts the frontier orbital gap at 8.321 eV. The calculation puts the lowest unoccupied orbital energy at -0.5 eV. The value obtained for the energy above the lowest of the compared OMol25 structures with the same formula, charge and spin is 3.722 eV. The calculation puts the total energy at -16145.916 eV. Its HOMO energy is -8.783 eV.